{
  "formula": "C4H6N2O2",
  "method": "wB97M-V/def2-TZVPD",
  "elements": ["C", "C", "C", "C", "H", "H", "H", "H", "H", "H", "N", "N", "O", "O"],
  "coordinates": [[-0.9310, 1.0967, -1.0787], [-0.7138, -0.1544, -0.2825], [-0.6006, -1.0522, 1.7450], [0.6657, -1.0418, 1.2731], [0.7380, -0.2046, -1.9549], [-0.7661, 2.0775, -0.5019], [-1.9783, 1.0528, -1.1934], [-0.8151, -1.5605, 2.8214], [1.5707, -1.0594, 2.0340], [2.1227, 0.9130, -0.5071], [-1.4890, -0.6919, 0.6264], [0.5684, -0.3253, 0.1038], [-0.1142, 1.0506, -2.3950], [1.7427, -0.1007, -0.6903]],
  "forces_ev_per_angstrom": [[1.1, -0.2, -2.1], [0.8, 1.4, 1.5], [-1.8, -2.6, -0.3], [1.8, 1.8, 2.9], [-1.9, 4.5, -1.6], [0.4, -1.6, -0.6], [-1.4, 0.4, -1.2], [-0.3, 1.4, -3.2], [-1.6, -0.2, -2.5], [-1.9, -3.6, -0.7], [0.3, 0.6, 2.7], [3.7, -0.9, 0.3], [0.6, -3.7, 4.0], [0.1, 2.8, 0.9]],
  "lowdin_charge": [-0.1775, -0.3735, -0.1113, -0.1017, 0.3277, 0.1402, 0.0809, 0.1469, 0.1615, 0.2364, 0.1123, -0.1407, -0.2626, -0.0387],
  "relative_energy_kcal_mol": 192.9,
  "orbital_gap_ev": 9.19
}